No. 1
This record from the OMol25 dataset describes a 4-piece molecular cluster, C3H15N2O3 overall. The level of theory is wB97M-V/def2-TZVPD.

Each line ends with the Mulliken charge.
Geometry (Å):
H 0.457 -1.132 0.414  0.3000
O -3.106 0.948 -0.571  -0.6465
H 0.055 -2.940 -2.949  0.3308
H 1.225 3.416 1.572  0.3532
H -2.108 -1.345 -0.185  0.3279
O -1.354 -1.883 0.102  -0.6684
H 1.060 2.886 -0.096  0.3477
H 2.397 0.827 1.043  0.2246
O 0.369 -3.045 -2.051  -0.6724
H 3.190 -0.824 -0.671  0.2295
N 2.247 -1.171 -0.585  -0.2294
H -0.371 3.407 0.836  0.3244
H -0.567 0.979 1.029  0.1388
C 1.338 -0.555 0.125  0.2276
H -1.752 -2.515 0.714  0.3105
H 0.329 1.364 2.445  0.2954
H -3.302 0.833 -1.509  0.3226
H -3.965 0.857 -0.151  0.3322
H 1.883 -1.965 -1.112  0.2666
C 0.389 1.396 1.356  -0.1548
H -0.437 -2.930 -1.520  0.3513
N 1.442 0.515 0.886  -0.1951
C 0.580 2.879 0.878  -1.1162

The value obtained for the HOMO-LUMO gap is 11.434 eV. The calculation puts the LUMO energy at -2.87 eV. For the relative energy (zero: lowest compared OMol25 entry of this formula, charge and spin), the calculation gives 0.413 eV. The HOMO energy comes out at -14.30 eV. Its total charge is +1.


No. 2
This record from the OMol25 dataset describes a 7-piece molecular cluster, C50H54BBr2F4N8O20P2S2 overall. The level of theory is wB97M-V/def2-TZVPD.

Each line ends with the Mulliken charge.
Geometry (Å):
C 3.506 3.736 -4.671  -0.5560
O 6.438 0.163 -1.606  -0.4749
C 4.445 2.742 -4.909  -0.3835
H -3.512 -0.651 -5.525  0.4516
H -3.580 5.032 10.945  0.3759
H 3.010 -8.398 9.749  0.3638
N -2.214 1.035 3.735  1.0957
O 3.285 0.863 -1.976  -0.3395
C -5.156 6.375 10.385  -0.4312
O 1.754 3.222 -8.995  -0.6197
H -6.717 7.583 9.560  0.4357
C -2.546 8.358 -8.979  -0.3997
H -3.202 8.823 -8.258  0.4393
O -0.258 -4.218 -2.062  -0.5709
C 0.314 -5.724 10.456  -0.3593
C -3.099 4.613 3.157  -0.5490
H -1.157 -4.575 -2.126  0.2204
O -7.618 7.507 7.303  -0.6060
H -3.667 3.442 -6.748  0.4821
H -1.015 -3.059 3.715  0.2536
C -2.965 2.296 3.725  -0.0268
C 3.329 -5.893 -0.582  -0.4241
O 0.682 -2.275 -0.650  -0.9232
O 1.951 1.640 0.679  -0.5658
H -0.347 0.124 2.098  0.4061
C 2.415 -1.756 -2.612  -0.4694
C -5.009 5.175 7.882  -0.0412
F 5.078 -7.424 -1.066  -0.3233
B 0.188 -4.589 -0.812  1.5978
H -2.007 -4.264 2.926  0.3773
S 2.334 -0.439 2.674  -0.5188
H -4.947 4.705 6.909  0.4425
H 2.319 -6.322 -0.504  0.2458
H 0.843 -2.121 -4.038  0.1410
H 5.229 1.337 -6.328  0.3964
H 3.468 4.223 -3.706  0.3880
H -0.036 -5.380 2.034  0.1369
C 1.564 -1.399 -3.636  -0.9284
C -1.583 6.377 -9.968  -0.0957
C 3.243 -4.390 -0.897  -2.6607
C -1.096 1.262 -6.948  -0.3986
H -5.965 3.550 4.617  0.4449
C -2.379 3.428 3.185  -0.2576
H 3.328 -2.333 -2.835  0.4897
C 5.732 -0.376 -0.881  0.5169
C -4.238 5.360 10.150  -0.3948
C 0.125 -4.376 2.439  -0.0519
O -6.759 6.024 5.995  -0.5956
C -4.162 4.764 8.898  -0.5170
C -3.119 2.520 -6.645  -0.4445
S -0.975 -5.149 4.934  -0.1966
H 1.882 4.874 -5.473  0.4388
H 5.135 2.454 -4.126  0.3689
O -1.079 1.055 3.285  -0.6756
O -1.534 -2.074 -5.828  -0.6295
C 2.612 4.101 -5.665  -0.1244
C 2.498 -3.556 0.189  0.8740
H 1.029 -4.388 3.054  0.4111
C 2.254 -7.650 9.946  -0.4495
C -0.968 8.552 -10.781  -0.4137
C -2.426 6.981 -9.052  0.0816
H 1.533 -0.384 -4.047  0.3018
C -4.388 4.654 3.669  -0.4002
Br 4.161 -8.951 -3.539  -0.1673
H -0.069 1.211 -7.281  0.6024
O 0.902 4.711 -7.691  -0.6080
Br 4.872 -5.696 -3.098  -0.0695
C 0.950 -3.491 0.100  1.2494
H -0.400 9.170 -11.466  0.3721
C 1.294 -7.368 8.986  -0.2905
N 4.626 0.206 -0.277  -0.0828
O -3.972 6.696 -7.367  -0.6272
H 2.989 -7.202 11.910  0.3664
H -0.929 -3.143 1.053  0.4732
P 1.980 -1.198 -0.822  0.5809
N -6.838 6.606 7.061  1.0074
H 1.304 -7.898 8.044  0.4419
C 4.497 2.112 -6.146  -0.5186
H 4.928 -3.254 2.351  0.2755
O -0.673 -6.772 7.214  -0.6207
C 4.058 -6.744 -1.663  0.3533
H 4.970 -4.723 1.559  0.2548
O -0.060 -5.915 -0.406  -0.8962
H -0.925 -5.985 0.019  0.3348
C -4.248 2.325 4.245  -0.2989
C -0.852 7.170 -10.838  -0.5809
O -2.763 0.050 4.183  -0.6144
H 2.863 -4.921 1.867  0.2990
C 3.131 -3.893 1.567  -2.0179
H 4.228 -3.931 -0.977  0.8420
H 2.739 -4.279 -1.865  0.9112
H -5.213 6.839 11.361  0.3702
F 2.159 -7.282 -3.002  -0.1298
C 2.667 3.459 -6.891  0.0460
H 3.646 1.974 -8.104  0.4395
O -0.160 0.184 1.128  -0.5635
C -6.004 6.793 9.372  -0.3889
C 3.393 0.109 -1.096  -0.3284
O -1.519 -5.266 8.506  -0.5891
H 0.368 -2.311 1.894  -0.3405
H -1.322 3.316 -7.504  0.3374
C 1.275 -6.012 11.412  -0.4048
H 0.342 -5.214 5.255  0.1139
N 1.705 3.825 -7.938  1.0512
C -1.811 9.146 -9.850  -0.4024
C -3.031 0.214 -5.959  -0.5064
H 4.511 -0.244 0.635  0.3667
H 1.269 -5.486 12.358  0.3606
H -0.194 6.710 -11.562  0.3902
H 1.000 -0.359 -1.481  0.2377
C 2.242 -6.975 11.159  -0.3886
O -3.073 4.934 -8.225  -0.5943
C 3.122 -7.808 -2.300  0.4602
N -0.966 -1.100 -6.291  1.0810
C 3.605 2.470 -7.145  -0.3406
N -3.218 6.140 -8.144  1.0014
H -1.897 10.223 -9.806  0.3688
H 3.834 -6.134 0.356  0.2030
C -1.800 2.448 -7.072  -0.1729
C 0.332 -6.411 9.255  0.0880
N -0.701 -6.126 8.246  1.0273
H 2.725 -3.239 2.343  0.7530
O 3.043 -2.238 -0.042  -0.3611
O 0.184 -1.080 -6.677  -0.5762
F 2.674 -8.591 -1.335  -0.1893
H -4.697 1.438 4.669  0.4721
C 0.118 -3.246 1.387  -1.0979
H -1.488 5.301 -10.015  0.4220
F 6.024 -1.652 -0.570  -0.1929
H -0.436 -4.973 10.657  0.4308
C -4.961 3.512 4.216  -0.5570
N 4.600 -3.781 1.555  -0.3760
H -3.443 3.975 8.716  0.4004
C -1.720 0.157 -6.398  -0.0558
C -3.733 1.405 -6.085  -0.5143
H -4.951 5.579 3.642  0.4201
H -2.654 5.503 2.733  0.3884
H -1.375 3.399 2.785  0.4818
H 1.214 2.194 0.977  0.2912
P 1.479 0.076 0.981  1.0813
C -1.047 -4.119 3.432  -0.6780
C -5.924 6.183 8.132  -0.0482
H -4.760 1.464 -5.750  0.3806

The value obtained for the HOMO-LUMO gap is 3.637 eV. The calculation puts the LUMO energy at 0.26 eV. The HOMO energy comes out at -3.37 eV. Its total charge is -1.


No. 3
This record from the OMol25 dataset describes C27H27BrCoN6O3S2 as an isolated structure. The level of theory is wB97M-V/def2-TZVPD.

Each line ends with the Mulliken charge.
Geometry (Å):
N -3.219 -2.561 -1.339  -0.1668
C 2.470 -2.869 0.249  0.3329
H 0.081 -1.163 4.056  0.4778
C 1.023 1.176 -2.422  0.5222
H -3.290 1.139 0.415  0.3808
H 0.074 2.441 7.055  0.4089
Co -0.242 0.219 -0.130  -0.1728
C -0.627 2.784 3.275  -0.1413
N -1.501 1.931 -0.366  1.2530
C 1.984 1.698 -3.263  -0.9373
H -3.770 -1.438 -3.862  0.1321
H 4.409 -2.588 -0.614  0.6130
O 2.613 -0.941 -1.106  -0.6489
H -2.136 4.854 -1.859  0.4555
H -4.093 -4.097 -2.389  0.4094
H 1.765 -0.700 3.795  0.4509
H -1.674 0.207 -4.319  0.2963
C 0.785 -0.779 3.317  -1.0330
N -1.725 -1.094 -2.238  -1.5887
H 1.885 1.602 -4.335  0.5120
H -0.123 -0.439 -4.833  0.2892
C 2.178 1.887 -0.551  -0.5328
H -4.653 -2.861 -4.433  0.3618
C -0.145 0.415 -2.873  0.7363
C -2.786 1.935 -0.109  -0.3578
H 0.656 -3.460 1.241  0.5655
C -0.023 1.626 3.770  0.4924
C 3.083 2.334 -2.703  -0.8387
C -0.601 0.379 -4.289  -1.7393
H -3.700 -2.871 -0.512  0.2406
H -1.455 4.699 3.750  0.4238
C 3.422 -5.163 1.352  -0.1696
C 3.787 -3.223 0.002  -0.4959
C -0.979 3.807 4.135  -0.7517
H -0.363 1.316 -4.791  0.5621
C -1.145 3.075 -1.060  -0.9999
N 1.127 1.283 -1.093  1.5429
C 1.928 -1.604 -0.349  0.5671
C -4.357 -2.298 -3.548  -0.8681
C -0.122 2.535 5.996  -0.8396
H 3.859 2.738 -3.341  0.4359
H 0.856 -1.463 2.476  -0.2715
H -2.602 -3.468 -3.100  0.2382
C 3.184 2.434 -1.327  -0.9069
O 0.368 0.813 1.616  -0.3274
C -2.321 -1.587 -1.182  0.5244
C -0.717 3.686 5.496  -0.3880
C -2.169 3.913 -1.335  -0.3116
N -0.724 -0.237 -1.931  1.6790
H -0.118 3.254 -1.322  0.4167
C -3.540 -3.189 -2.621  -0.4318
Br 6.041 -4.939 0.269  -0.1634
S -3.623 3.282 -0.701  -0.1246
H 4.029 2.917 -0.857  0.4966
S -2.058 -1.012 0.446  -0.6408
C 0.366 0.568 2.827  0.5424
H -5.260 -1.942 -3.048  0.2755
N 2.157 -4.826 1.590  -0.6449
H 0.685 0.613 5.538  0.4236
H 2.204 1.931 0.529  0.4202
O 0.696 -1.364 0.029  -0.2786
H -0.825 2.862 2.213  0.3500
C 1.693 -3.703 1.044  -0.3891
H 3.778 -6.081 1.803  0.3971
H -0.980 4.491 6.169  0.4077
C 0.220 1.504 5.138  -0.4155
C 4.262 -4.389 0.562  -0.0574

The value obtained for the HOMO-LUMO gap is 7.559 eV. The calculation puts the LUMO energy at -3.44 eV. For the relative energy (zero: lowest compared OMol25 entry of this formula, charge and spin), the calculation gives 0.000 eV. The HOMO energy comes out at -11.00 eV. Its total charge is +1.


No. 4
This record from the OMol25 dataset describes C5H4BaO as an isolated structure. The level of theory is wB97M-V/def2-TZVPD.

Each line ends with the Löwdin spin population.
Geometry (Å):
C 0.817 -1.417 0.965  0.0013
H 0.290 0.027 2.631  0.0004
H 0.527 -2.420 0.642  0.0003
C -0.561 1.350 -1.473  0.0079
H 1.896 -1.267 1.064  0.0003
H -0.955 -1.358 2.060  0.0006
Ba -0.840 3.231 -5.345  0.9558
O -0.840 2.111 -2.356  0.0205
C -0.267 0.580 -0.522  -0.0008
C 0.060 -0.216 0.477  0.0119
C -0.127 -0.621 1.856  0.0018

The value obtained for the HOMO-LUMO gap (alpha / beta) is 3.743 / 7.415 eV. The calculation puts the LUMO energy (alpha / beta) at -4.12 / -4.05 eV. For the relative energy (zero: lowest compared OMol25 entry of this formula, charge and spin), the calculation gives 0.000 eV. The HOMO energy (alpha / beta) comes out at -7.86 / -11.47 eV. Its spin multiplicity is 2. Its total charge is +1.


No. 5
This record from the OMol25 dataset describes C21H31BBrLuN7PS4Sb as an isolated structure. The level of theory is wB97M-V/def2-TZVPD.

Each line ends with the Mulliken charge.
Geometry (Å):
C -2.707 1.234 -2.597  -0.7726
H -4.380 -0.996 -3.265  0.2880
C -1.445 -2.376 1.324  -0.4694
H 7.134 0.300 -0.275  0.3506
Lu 0.702 -0.095 -0.224  1.1372
H 3.521 -1.961 -0.608  0.6049
S 1.019 -2.473 -1.073  -0.6813
H -1.252 -3.024 0.483  0.5437
H -2.001 3.240 3.110  0.4571
H -1.927 4.718 0.783  0.4466
C -2.078 -1.423 3.195  -0.2438
C -2.201 -2.597 2.483  -1.5423
H -1.959 -1.763 -2.907  -0.0995
H -2.390 -2.339 -1.332  0.2280
N -0.886 1.871 1.970  -0.2067
H -3.492 -0.733 0.466  0.3150
C -4.104 -1.736 -2.510  -1.4137
H -2.469 -1.127 4.156  0.4826
C 2.822 0.079 4.089  -1.2283
C 5.277 1.344 -0.006  -0.7812
H -1.150 1.054 4.043  -0.1772
S 1.186 1.028 -2.459  -0.6251
H 7.279 -2.111 -0.717  0.3818
H 3.614 -0.674 2.137  0.4737
H 5.970 -2.530 -1.848  0.2556
H -4.501 1.985 -0.578  0.3150
N 0.853 0.476 3.174  0.1661
C 6.202 -2.254 -0.817  -1.3731
H -2.749 -3.482 2.755  0.4172
S 0.048 -1.883 -4.705  -0.7006
H -2.433 2.221 -2.213  0.3193
H 5.715 2.318 0.160  0.4377
C -1.499 3.750 0.979  -1.3356
N -0.407 1.811 0.710  0.7836
H 5.908 -3.095 -0.188  0.3202
C 2.815 -0.265 2.732  -0.2984
C 4.057 -1.040 -0.428  -0.9648
H -4.797 -1.631 -1.671  0.2721
H 1.070 0.911 5.219  0.4530
C -1.545 3.025 2.156  -0.1409
C 5.448 -1.005 -0.460  0.7310
H -1.063 1.089 -4.023  0.1333
B -0.659 0.731 2.985  -0.1079
H 3.635 -0.007 4.790  0.4074
C -2.150 1.037 -4.005  -1.2022
Br 2.830 2.688 0.369  -0.0480
H -4.272 -2.723 -2.949  0.4233
S 3.754 -1.547 -3.594  -0.6735
H -2.558 1.804 -4.670  0.4242
N -1.314 -0.574 2.489  0.0719
N 3.293 0.027 -0.192  0.7794
C 1.544 0.544 4.321  -0.2016
Sb 1.540 -1.270 -3.108  0.8776
H -2.786 0.809 0.819  -0.5981
C 3.910 1.185 0.006  -0.0244
P -2.137 0.014 -1.352  1.2104
N 1.633 -0.022 2.177  0.1146
N -0.926 -1.154 1.326  0.5772
C -4.655 0.964 -0.224  -1.7207
H -5.256 0.448 -0.974  0.2963
C -2.648 -1.585 -2.076  0.1420
H -5.248 1.022 0.693  0.4723
C -0.768 2.938 0.106  -0.6679
H -0.486 3.089 -0.926  0.5972
C -3.324 0.263 0.046  0.4279
C 6.052 0.215 -0.245  -0.5630
H -3.798 1.207 -2.619  0.5049
H -2.411 0.059 -4.413  0.2219

The value obtained for the HOMO-LUMO gap is 6.465 eV. The calculation puts the LUMO energy at 2.23 eV. For the relative energy (zero: lowest compared OMol25 entry of this formula, charge and spin), the calculation gives 0.426 eV. The HOMO energy comes out at -4.24 eV. Its total charge is -1.


No. 6
This record from the OMol25 dataset describes a 2-piece molecular cluster, C11H23ClN5O4 overall. The level of theory is wB97M-V/def2-TZVPD.

Each line ends with the Mulliken charge.
Geometry (Å):
O 3.573 0.908 -0.759  -0.5179
C 0.817 -4.039 -1.259  -1.3768
H -2.795 -1.081 -1.693  0.2786
H -1.589 4.586 -0.317  0.1845
C -0.082 1.112 -1.442  0.2071
H -2.106 1.122 1.679  0.1082
C -2.626 -1.604 1.044  -0.1182
H -0.758 -0.696 0.558  -0.0201
H 0.240 -4.350 -2.129  0.3472
H 4.853 -1.285 0.349  0.2972
C -2.085 0.388 2.485  -0.6994
H 0.644 -4.733 -0.438  0.3819
H -1.502 2.689 -1.461  0.2946
H -2.707 0.367 -0.705  0.3479
H 0.667 1.378 -2.190  0.3311
H -1.636 0.710 -2.876  0.4817
C -1.516 -1.273 0.034  0.6209
N -2.832 -0.809 2.097  -0.1352
C -2.112 -0.446 -1.125  -0.5766
Cl 6.035 0.662 1.103  -0.1639
C 0.391 -2.652 -0.841  0.6047
H 1.076 3.409 1.516  0.2411
N 0.739 2.787 0.805  -0.2030
H 4.379 -0.832 1.995  0.2994
H 2.709 1.217 -1.049  0.3844
O 2.370 0.344 1.077  -0.6640
H -1.467 -3.335 -0.487  0.3095
H -3.591 -1.107 2.694  0.2929
H 1.877 -4.030 -1.509  0.3323
N -0.885 -2.506 -0.471  -0.1183
H 1.138 1.855 0.756  0.0430
C -1.093 0.164 -2.103  -1.1407
H -0.548 -0.639 -2.598  0.3929
H -0.490 4.865 0.997  0.1904
C 4.617 -0.441 1.002  -0.3807
O 1.198 -1.728 -0.857  -0.5075
N -0.709 2.351 -0.941  -0.1110
H -2.542 0.830 3.373  0.3744
C 3.413 0.298 0.437  0.6395
H -1.051 0.125 2.721  0.2787
C -0.262 3.122 0.035  0.9463
O -3.350 -2.569 0.865  -0.6848
N -0.831 4.271 0.263  -0.4234
H 0.426 0.588 -0.636  -0.3689

The value obtained for the HOMO-LUMO gap is 9.474 eV. The calculation puts the LUMO energy at -2.86 eV. The HOMO energy comes out at -12.34 eV. Its total charge is +1.


No. 7
This record from the OMol25 dataset describes the molecule C6H8N2O. The level of theory is wB97M-V/def2-TZVPD.

Each line ends with the Löwdin spin population.
Geometry (Å):
C 0.168 0.597 0.126  0.4626
C -1.004 -0.359 0.369  0.0716
C -0.237 -1.550 -0.274  0.0092
O 2.084 0.317 2.376  0.3689
H 0.344 -2.156 0.541  0.0008
H -0.676 -2.183 -1.067  0.0029
H -1.058 2.399 -0.449  0.0264
C 1.424 1.077 1.785  0.4249
C -0.172 2.033 0.026  0.1614
H -1.288 -0.677 1.342  0.0166
C 0.807 -0.499 -0.598  0.0766
H 0.843 -0.386 -1.685  0.0207
H 1.803 -0.615 -0.242  0.0217
H -1.790 0.159 -0.091  0.0184
N 1.235 2.420 1.729  0.1027
H 1.609 3.013 2.458  0.0156
N 0.351 2.948 0.758  0.1990

The value obtained for the HOMO-LUMO gap (alpha / beta) is 5.847 / 7.384 eV. The calculation puts the LUMO energy (alpha / beta) at 0.80 / -1.95 eV. For the relative energy (zero: lowest compared OMol25 entry of this formula, charge and spin), the calculation gives 2.763 eV. The HOMO energy (alpha / beta) comes out at -5.05 / -9.33 eV. Its spin multiplicity is 3. Its total charge is 0.